Entry 1:
{"formula": "C34H66BF3NO16S6", "method": "ωB97M-V with the def2-TZVPD basis set", "species": ["C", "C", "C", "C", "C", "O", "B", "O", "O", "C", "F", "F", "F", "C", "C", "C", "C", "N", "O", "H", "H", "H", "H", "H", "H", "H", "H", "H", "H", "H", "H", "H", "H", "H", "H", "H", "H", "C", "C", "C", "S", "O", "O", "C", "H", "H", "H", "H", "H", "H", "H", "H", "C", "C", "C", "S", "O", "O", "C", "H", "H", "H", "H", "H", "H", "H", "H", "C", "C", "C", "S", "O", "O", "C", "H", "H", "H", "H", "H", "H", "H", "H", "C", "C", "C", "S", "O", "O", "C", "H", "H", "H", "H", "H", "H", "H", "H", "C", "C", "C", "S", "O", "O", "C", "H", "H", "H", "H", "H", "H", "H", "H", "C", "C", "C", "S", "O", "O", "C", "H", "H", "H", "H", "H", "H", "H", "H"], "coordinates": [[0.92800, 1.44598, 2.05070], [0.40283, 2.39020, 0.96908], [-0.96701, 1.76048, 0.52785], [1.33135, 2.41721, -0.27848], [2.43364, 3.51551, -0.17780], [3.12485, 3.21122, 1.02293], [4.25197, 3.92597, 1.35163], [4.58439, 5.17074, 0.89026], [5.11544, 3.33052, 2.25847], [3.27362, 3.33641, -1.44628], [2.50836, 3.04779, -2.49536], [4.11327, 2.33474, -1.33563], [3.92375, 4.42899, -1.79640], [1.66460, 4.85795, -0.18328], [0.27383, 4.80790, 0.50120], [0.10661, 6.14912, 1.26820], [-0.87260, 4.81387, -0.53308], [0.14297, 3.74118, 1.51137], [0.81234, 4.01554, 2.57911], [1.85230, 1.79424, 2.50082], [0.19546, 1.29136, 2.83988], [1.13395, 0.49338, 1.56218], [-1.10167, 0.80256, 1.01911], [-1.05580, 1.65270, -0.54962], [-1.75693, 2.41695, 0.88710], [1.78646, 1.43051, -0.32689], [0.68380, 2.59155, -1.12813], [4.65890, 5.81971, 1.60102], [4.54230, 2.93814, 2.93742], [1.49874, 5.10820, -1.23298], [2.22674, 5.67965, 0.24646], [-0.77671, 6.10651, 1.90131], [-0.07932, 6.92337, 0.52225], [1.01189, 6.42812, 1.79485], [-0.92180, 5.78820, -1.00673], [-0.72725, 4.09056, -1.33571], [-1.79740, 4.60521, 0.00095], [-1.90617, -3.68282, -2.12687], [-0.96227, -3.73678, -0.92182], [-0.74378, -2.29910, -0.44712], [-2.22127, -1.38948, -0.90627], [-1.86507, -0.40023, -1.89724], [-2.96058, -1.04716, 0.28964], [-3.04300, -2.74540, -1.72676], [-2.27810, -4.67148, -2.39248], [-1.37622, -3.27671, -2.99260], [-1.42705, -4.32219, -0.12345], [-0.00902, -4.20961, -1.17338], [-0.61117, -2.24296, 0.63146], [0.10349, -1.83469, -0.95202], [-3.61629, -2.37332, -2.57291], [-3.70772, -3.21733, -1.00368], [4.90664, -2.85264, -3.05614], [4.06723, -2.72296, -4.33327], [3.10552, -3.91739, -4.37311], [2.81539, -4.38234, -2.66288], [3.36628, -5.69546, -2.44220], [1.45531, -4.05868, -2.29730], [3.91879, -3.17621, -1.94011], [5.46350, -1.94120, -2.84318], [5.62433, -3.66884, -3.16684], [3.49721, -1.79197, -4.30090], [4.69120, -2.69287, -5.22553], [2.15614, -3.66104, -4.83740], [3.54728, -4.77337, -4.88013], [4.38768, -3.59661, -1.05298], [3.32457, -2.30203, -1.67311], [-6.41220, 0.52182, 0.55213], [-7.86104, 0.85493, 0.17351], [-8.22594, -0.00283, -1.04073], [-7.21106, -1.47975, -0.93391], [-6.29166, -1.48171, -2.04878], [-8.04486, -2.61621, -0.62858], [-6.31800, -1.00169, 0.53837], [-6.14706, 0.92832, 1.52051], [-5.72870, 0.94309, -0.19093], [-8.51752, 0.61131, 1.00683], [-7.98903, 1.91550, -0.04466], [-9.27469, -0.29077, -1.03829], [-7.98069, 0.50050, -1.97473], [-5.29230, -1.36301, 0.48499], [-6.82942, -1.44459, 1.39888], [3.15579, -9.77653, 0.34166], [1.91061, -9.99512, 1.21118], [1.51072, -8.63225, 1.79014], [2.08075, -7.40221, 0.61075], [3.10990, -6.60813, 1.23474], [0.94340, -6.79975, -0.03613], [2.85458, -8.55189, -0.51726], [3.37899, -10.64856, -0.27191], [4.02158, -9.58147, 0.97891], [1.09939, -10.38485, 0.59246], [2.09323, -10.71937, 2.00437], [0.43388, -8.53911, 1.90785], [2.00594, -8.43778, 2.73990], [3.74097, -8.09555, -0.95088], [2.13189, -8.78528, -1.29859], [-6.82896, -0.90134, 6.08524], [-8.33665, -1.11471, 6.26998], [-9.03785, -0.52363, 5.04010], [-7.85965, -0.64119, 3.69026], [-7.49865, 0.69413, 3.29328], [-8.31743, -1.63020, 2.74946], [-6.51911, -1.32766, 4.65334], [-6.24708, -1.47432, 6.80578], [-6.58710, 0.15545, 6.21988], [-8.54741, -2.18420, 6.33536], [-8.70020, -0.65350, 7.18732], [-9.93533, -1.07840, 4.77731], [-9.27931, 0.52849, 5.18097], [-5.56907, -0.94614, 4.28414], [-6.55670, -2.41157, 4.54542], [6.88506, 6.39233, -1.57334], [6.67097, 6.33534, -3.09060], [7.02498, 7.71651, -3.65648], [8.24140, 8.41999, -2.53735], [7.66586, 9.57668, -1.89897], [9.52162, 8.47910, -3.19534], [8.23918, 7.06491, -1.37014], [6.85931, 5.40120, -1.12360], [6.09704, 6.99116, -1.11182], [7.33107, 5.58003, -3.52310], [5.64826, 6.05820, -3.34284], [7.45584, 7.65199, -4.65267], [6.16155, 8.37931, -3.66848], [8.38546, 7.44950, -0.36338], [9.05677, 6.39612, -1.63877]], "forces_ev_per_a": [[0.53, 0.31, 0.05], [-1.15, -1.61, -0.26], [0.40, 0.71, 0.28], [-0.02, 0.55, 1.13], [-2.39, -0.74, 0.18], [0.82, 0.66, -1.20], [0.73, -0.34, 1.01], [-0.60, 0.44, -0.53], [-0.97, 0.40, 0.62], [-0.76, 0.36, 0.35], [-0.86, -0.13, -0.75], [1.24, -0.86, 0.40], [1.08, 0.98, -0.03], [0.12, -0.45, -0.17], [-0.70, 2.05, 0.06], [-0.09, -0.14, -0.75], [0.38, -0.80, 0.28], [2.12, -0.01, -0.31], [-0.56, -0.03, 0.20], [-0.01, 0.04, 0.02], [-0.08, 0.05, -0.01], [-0.12, -0.10, 0.06], [-0.11, -0.15, -0.19], [-0.11, -0.13, 0.00], [-0.21, -0.09, -0.07], [0.05, -0.04, -0.31], [0.34, -0.05, -0.30], [0.41, -0.25, -0.15], [0.54, -0.49, -0.19], [-0.01, 0.08, -0.02], [0.38, -0.19, -0.01], [0.16, 0.02, 0.28], [0.08, 0.08, 0.01], [-0.16, -0.11, 0.44], [-0.04, 0.12, 0.02], [-0.18, -0.16, 0.11], [-0.20, 0.06, -0.24], [0.13, 0.12, 0.10], [0.01, -0.38, 0.13], [0.27, -0.23, 0.10], [-0.06, -0.62, -0.12], [-0.10, 0.23, 0.22], [0.03, 0.42, -0.06], [-0.01, -0.32, -0.36], [-0.02, 0.02, 0.00], [-0.02, -0.02, -0.01], [-0.05, 0.07, -0.01], [-0.64, 0.13, 0.34], [-0.05, 0.17, -0.02], [-0.08, 0.06, -0.05], [-0.09, 0.18, 0.15], [-0.02, 0.08, 0.02], [-0.02, -0.06, -0.10], [0.01, 0.05, 0.06], [0.11, 0.23, -0.35], [0.10, 0.30, 0.06], [-0.20, -0.14, 0.03], [0.66, -0.23, -0.43], [0.31, 0.20, 0.04], [0.00, -0.01, 0.01], [0.00, 0.01, 0.05], [0.00, -0.02, 0.02], [-0.03, -0.01, 0.00], [-0.06, -0.14, 0.08], [-0.03, -0.07, 0.11], [-0.15, -0.11, 0.02], [-0.05, -0.05, 0.00], [0.07, 0.04, -0.37], [0.07, 0.02, 0.07], [-0.21, 0.38, -0.03], [0.06, 0.18, 0.71], [-0.08, -0.27, -0.14], [0.11, -0.17, -0.42], [0.27, 0.14, 0.23], [0.02, 0.03, 0.01], [0.02, -0.07, -0.01], [0.01, -0.02, 0.00], [0.00, -0.02, -0.01], [0.05, -0.14, -0.10], [0.05, -0.12, -0.04], [-0.02, -0.03, -0.19], [0.10, 0.05, -0.54], [-0.05, 0.03, 0.10], [0.03, -0.03, -0.05], [-0.07, -0.39, 0.19], [-0.04, -0.16, -0.33], [-0.13, 0.16, 0.01], [0.05, 0.27, 0.17], [0.25, -0.36, -0.04], [0.01, 0.01, 0.00], [0.01, 0.01, -0.04], [0.01, 0.02, -0.01], [-0.02, 0.01, 0.00], [0.03, 0.17, -0.01], [0.04, 0.11, -0.05], [-0.11, 0.19, 0.00], [-0.02, 0.09, 0.01], [-0.09, 0.08, 0.00], [0.05, -0.05, 0.00], [-0.18, -0.08, 0.41], [-0.15, -0.34, 0.87], [-0.10, 0.08, -0.10], [-0.24, 0.20, -0.11], [0.23, -0.03, 0.29], [0.01, 0.01, -0.01], [0.04, -0.02, -0.02], [0.01, 0.01, -0.02], [-0.01, 0.00, -0.02], [0.02, 0.07, -0.16], [0.07, 0.02, -0.11], [-0.07, 0.01, -0.15], [-0.03, 0.02, -0.07], [-0.04, 0.04, -0.08], [0.03, -0.03, 0.03], [-0.27, -0.29, -0.18], [0.04, -0.26, 0.00], [0.12, 0.09, -0.06], [0.00, 0.24, 0.04], [-0.17, -0.28, 0.18], [-0.04, 0.03, 0.03], [0.01, -0.03, 0.04], [0.01, 0.02, 0.01], [0.01, 0.00, 0.00], [0.07, 0.16, 0.03], [0.08, 0.08, 0.07], [0.07, 0.13, -0.07], [0.03, 0.06, -0.03]], "largest_force_ev_per_a": 2.51, "homo_lumo_gap_ev": [8.82, 9.76], "lumo_energy_ha": [0.009, 0.007], "spin_multiplicity": 2, "homo_ev": [-8.58, -9.56]}

=====

Entry 2:
{"formula": "C4H7NO2", "method": "ωB97M-V with the def2-TZVPD basis set", "species": ["O", "N", "C", "C", "C", "C", "O", "H", "H", "H", "H", "H", "H", "H"], "coordinates": [[1.80860, 1.62842, -1.11273], [1.74531, 0.33522, -0.58817], [0.60153, -0.15321, -0.82858], [-0.04184, -1.37082, -0.24935], [-1.32098, -0.67345, 0.18364], [-1.05293, 0.62880, 0.58078], [-1.01166, 0.94926, 1.88517], [2.75428, 1.81323, -1.15223], [0.45324, -1.73720, 0.67003], [-0.06936, -2.20230, -0.95851], [-2.08242, -1.20450, 0.75026], [-0.14101, 0.32705, -1.47083], [-0.93278, 1.52554, -0.02479], [-0.70998, 0.13396, 2.31529]], "forces_ev_per_a": [[0.29, 0.13, -0.41], [-0.45, -0.41, 0.27], [0.65, -0.33, -0.91], [0.11, 0.02, -0.33], [0.02, 0.04, 0.60], [-0.75, 0.03, 0.25], [-0.75, 0.04, 0.34], [-0.08, 0.02, 0.13], [0.08, 0.15, -0.46], [-0.33, 0.10, -0.08], [0.53, -0.18, 0.68], [0.58, 0.40, -0.32], [0.59, -0.32, 0.00], [-0.48, 0.30, 0.23]], "largest_force_ev_per_a": 1.16, "homo_lumo_gap_ev": [8.44, 8.44], "lumo_energy_ha": [0.013, 0.013], "spin_multiplicity": 1, "homo_ev": [-8.08, -8.08]}

=====

Entry 3:
{"formula": "C5H11N3", "method": "ωB97M-V with the def2-TZVPD basis set", "species": ["C", "C", "C", "C", "N", "N", "C", "N", "H", "H", "H", "H", "H", "H", "H", "H", "H", "H", "H"], "coordinates": [[1.06271, 0.63151, -1.10404], [-1.41696, 1.25373, -0.75051], [1.03660, 0.73730, 0.36956], [-0.24992, 0.34973, -0.45762], [0.78977, -1.43238, 0.58865], [-1.53265, -1.25328, 0.89383], [-0.49951, -1.08074, -0.07178], [1.97728, 0.79130, 1.24064], [1.49070, -1.86109, -0.01558], [0.90488, -1.14040, 1.56050], [2.28243, 1.75343, 1.40174], [-1.31954, -0.70862, 1.72342], [-1.53500, -2.22211, 1.19798], [1.68188, -0.14708, -1.54637], [1.16195, 1.58192, -1.61523], [-0.67057, -1.73628, -0.93450], [-1.09073, 2.29724, -0.81848], [-2.17571, 1.20660, 0.03501], [-1.89761, 0.97920, -1.69723]], "forces_ev_per_a": [[0.85, 0.69, -0.96], [-0.08, 0.40, 0.25], [1.20, -1.04, -2.19], [-1.06, 0.27, 1.71], [-0.58, -1.37, -1.43], [-1.13, 0.11, 0.13], [1.71, -0.44, 0.93], [-1.87, 1.90, 1.89], [-0.03, 0.33, 1.17], [0.38, -0.53, -0.84], [0.92, -0.49, -0.31], [-0.06, 0.16, -0.06], [-0.05, 0.08, -0.12], [-0.12, 0.11, 0.09], [-0.31, 0.06, -0.23], [0.02, 0.02, 0.10], [-0.04, -0.13, -0.10], [0.10, -0.11, -0.10], [0.15, 0.00, 0.07]], "largest_force_ev_per_a": 3.27, "homo_lumo_gap_ev": 7.90, "lumo_energy_ha": 0.029, "spin_multiplicity": 1, "homo_ev": -7.12}

=====

Entry 4:
{"formula": "C14H30N4O8S", "method": "ωB97M-V with the def2-TZVPD basis set", "species": ["N", "C", "O", "C", "C", "C", "C", "O", "S", "O", "O", "O", "H", "H", "H", "H", "H", "H", "H", "H", "H", "C", "C", "O", "N", "C", "H", "H", "H", "H", "H", "H", "H", "C", "C", "O", "N", "C", "H", "H", "H", "H", "H", "H", "H", "C", "C", "O", "N", "C", "H", "H", "H", "H", "H", "H", "H"], "coordinates": [[0.44914, 3.57468, 2.48767], [-0.91873, 2.97562, 2.72584], [-1.35990, 2.94959, 4.01143], [-1.95139, 2.40145, 1.58945], [-1.23939, 1.66140, 0.31150], [-0.83882, 0.08094, 0.57343], [0.58049, -0.19353, 1.37163], [0.39450, -0.89674, 2.68394], [-1.31481, -0.94525, 2.92407], [-1.92799, -0.03961, 4.04182], [-1.96076, -2.34700, 3.18460], [-1.88923, -0.63654, 1.31250], [0.46168, 4.28071, 1.71953], [1.20218, 2.85826, 2.39661], [-2.72751, 1.69239, 2.14739], [-2.59241, 3.30003, 1.14152], [-2.05092, 1.64132, -0.56365], [-0.28749, 2.23207, -0.10718], [-0.63639, -0.46263, -0.46974], [1.01696, 0.89747, 1.44921], [1.42578, -0.82258, 0.82895], [2.94113, 0.21433, -3.32195], [1.70653, 0.57113, -2.54166], [1.21049, -0.19572, -1.71933], [1.13189, 1.78732, -2.76540], [1.55448, 2.82198, -3.67915], [3.27918, -0.78473, -3.03178], [2.71872, 0.20599, -4.39218], [3.74133, 0.92632, -3.10363], [0.30585, 1.95088, -2.20132], [1.74934, 3.72717, -3.09887], [0.73527, 3.01293, -4.37663], [2.45080, 2.54606, -4.23622], [-4.10226, -1.52900, -0.48025], [-4.42253, -0.84323, -1.77930], [-3.65020, -0.86328, -2.73505], [-5.61110, -0.18307, -1.88354], [-6.64657, -0.04213, -0.88755], [-3.12230, -2.00947, -0.55411], [-4.06750, -0.79736, 0.33118], [-4.84895, -2.29883, -0.26874], [-5.75098, 0.25137, -2.78852], [-7.56819, -0.46453, -1.29529], [-6.79335, 1.02439, -0.70040], [-6.39733, -0.54548, 0.04753], [3.31334, -3.02614, 2.04290], [3.81668, -2.07515, 0.99283], [3.08743, -1.23527, 0.47019], [5.12561, -2.16056, 0.62030], [6.13715, -3.06788, 1.10775], [2.25308, -2.83324, 2.23067], [3.42036, -4.05748, 1.69678], [3.86173, -2.87778, 2.97680], [5.38547, -1.48648, -0.09060], [6.95178, -2.47273, 1.52756], [6.51417, -3.64255, 0.25825], [5.75445, -3.74983, 1.86823]], "forces_ev_per_a": [[-1.76, -0.85, -0.49], [-2.28, 0.03, 6.36], [2.92, 0.15, -8.27], [0.08, 0.38, -0.21], [-0.59, -0.68, -0.34], [1.26, -0.59, -1.26], [1.09, 1.37, -1.36], [-3.81, 1.34, -1.15], [-5.85, -3.20, 4.00], [3.52, -1.96, -4.90], [3.70, 4.44, -1.58], [2.88, 0.96, 2.02], [-0.02, -1.24, 0.64], [-1.03, 0.89, 0.03], [1.94, 1.53, -1.16], [1.53, -1.71, 1.12], [1.79, 0.02, 1.85], [-1.94, -1.14, 1.10], [-0.95, 1.31, 2.27], [-0.59, -2.15, 0.71], [-2.31, 1.27, 0.84], [0.17, -0.23, -0.03], [-0.64, -0.31, 0.65], [0.27, 0.38, -0.47], [0.27, -0.55, 0.21], [-0.38, 0.19, 0.17], [-0.22, 0.25, 0.04], [0.16, 0.12, 0.05], [-0.04, -0.01, -0.20], [0.17, -0.06, -0.24], [0.13, 0.11, -0.29], [0.23, 0.17, -0.15], [-0.19, -0.03, 0.17], [0.09, -0.10, 0.00], [0.33, 0.05, -0.76], [-0.26, 0.06, 0.43], [0.52, -0.20, -0.06], [-0.16, 0.21, -0.34], [-0.27, 0.19, -0.07], [-0.14, -0.24, 0.01], [0.02, 0.13, 0.16], [0.02, -0.13, 0.24], [-0.11, 0.04, 0.31], [-0.19, -0.11, 0.26], [0.04, 0.08, -0.23], [-0.24, -0.03, 0.08], [0.16, 0.33, -0.38], [0.77, -0.35, 0.02], [-0.83, 0.20, 0.11], [0.25, 0.21, -0.28], [0.26, 0.03, -0.10], [0.08, 0.05, 0.18], [-0.01, -0.19, -0.07], [-0.05, -0.18, 0.19], [0.09, -0.29, 0.11], [0.14, -0.17, 0.24], [-0.01, 0.19, -0.17]], "largest_force_ev_per_a": 8.77, "homo_lumo_gap_ev": 9.61, "lumo_energy_ha": 0.009, "spin_multiplicity": 1, "homo_ev": -9.36}